{"formula": "C5H13NO", "method": "ωB97M-V/def2-TZVPD", "species": ["O", "N", "C", "C", "C", "C", "C", "H", "H", "H", "H", "H", "H", "H", "H", "H", "H", "H", "H", "H"], "coordinates": [[2.917, 2.372, -3.723], [-0.446, -1.256, 0.563], [-0.859, -0.752, 1.881], [0.610, -2.272, 0.511], [-1.792, 0.393, 1.506], [-0.951, 1.086, 0.412], [-0.245, -0.073, -0.310], [-0.029, -0.425, 2.511], [0.913, -2.397, -0.516], [0.186, -3.208, 0.870], [-2.762, 0.054, 1.152], [-1.308, -1.594, 2.404], [-0.132, 1.621, 0.889], [-0.586, -0.347, -1.306], [2.603, 3.221, -4.034], [1.445, -1.968, 1.143], [0.806, 0.095, -0.362], [2.275, 2.131, -3.044], [-1.574, 1.743, -0.186], [-1.900, 1.067, 2.344]], "atomic_forces_ev_per_a": [[-0.208, -0.307, 0.356], [3.194, 1.797, 1.123], [-1.992, -1.101, -0.418], [-1.371, -0.481, -0.380], [1.013, 0.378, 0.172], [-0.198, -0.663, 0.214], [-1.881, -0.483, -0.066], [0.524, 0.028, -0.443], [0.239, -0.044, -0.239], [0.173, -0.110, 0.172], [0.002, -0.066, -0.002], [-0.203, -0.008, 0.224], [-0.273, 0.524, 0.064], [-0.163, 0.162, -0.252], [0.024, 0.318, -0.227], [-0.035, 0.130, 0.084], [1.019, -0.141, -0.158], [0.183, 0.012, -0.141], [0.323, -0.007, -0.285], [-0.369, 0.064, 0.201]], "lowdin_charge": [-0.052, 0.001, -0.116, 0.024, -0.130, -0.125, -0.095, 0.160, 0.106, 0.117, 0.127, 0.145, 0.122, 0.151, 0.034, 0.129, 0.133, 0.018, 0.126, 0.124], "homo_energy_ha": [-0.51128, -0.51128], "multiplicity": 2, "total_energy_ev": -8924.8994, "s_squared": 0.754, "gap_ha": [0.4038, 0.2317], "charge": 1, "lumo_energy_ev": [-2.92, -7.61]}

***

{"formula": "C5H13NO2", "method": "ωB97M-V/def2-TZVPD", "species": ["O", "O", "N", "C", "C", "C", "C", "C", "H", "H", "H", "H", "H", "H", "H", "H", "H", "H", "H", "H", "H"], "coordinates": [[-0.358, -0.151, -1.629], [1.980, -1.795, -2.266], [-0.971, -0.318, 0.508], [0.826, 2.471, -0.037], [-0.722, -0.294, 1.973], [1.132, 0.980, -0.164], [-0.106, 0.178, -0.465], [-1.911, -1.360, 0.170], [1.669, 2.859, 0.520], [-0.117, 2.666, 0.459], [1.764, 0.743, -1.014], [-2.124, -1.207, -0.915], [1.807, -2.429, -2.955], [0.094, -0.960, 2.271], [1.706, 0.609, 0.694], [1.149, -1.378, -2.002], [-0.569, 0.743, 2.291], [-1.402, -2.299, 0.444], [0.631, 2.930, -1.016], [-1.565, -0.790, 2.491], [-2.915, -1.199, 0.640]], "atomic_forces_ev_per_a": [[0.516, 0.504, -0.419], [0.711, 0.206, 0.435], [1.180, 0.875, 1.109], [-0.172, -0.330, -0.487], [-0.043, 0.030, -0.612], [-0.387, -0.401, 0.134], [-1.671, -2.100, 0.758], [-0.724, 0.784, -1.492], [-0.065, 0.899, -0.110], [0.029, -0.158, 0.714], [0.157, 0.339, -0.207], [0.348, -0.884, 0.677], [-0.397, -0.158, -0.213], [0.484, 0.274, -0.195], [-0.573, 0.026, 0.195], [-0.360, 0.027, -0.319], [0.030, -0.280, 0.350], [-0.820, -0.122, -0.342], [0.693, -0.036, 0.113], [0.017, 0.792, -0.297], [1.049, -0.288, 0.208]], "lowdin_charge": [-0.029, -0.090, -0.160, -0.151, -0.324, -0.198, -0.473, -0.210, 0.053, 0.048, 0.101, 0.078, 0.011, 0.023, 0.093, -0.012, 0.026, 0.068, 0.073, 0.015, 0.058], "homo_energy_ha": [0.04310, -0.21133], "multiplicity": 2, "total_energy_ev": -10979.5363, "s_squared": 0.750, "gap_ha": [0.0922, 0.3427], "charge": -1, "lumo_energy_ev": [3.68, 3.57]}

***

{"formula": "C5H13NO2", "method": "ωB97M-V/def2-TZVPD", "species": ["O", "O", "N", "C", "C", "C", "C", "C", "H", "H", "H", "H", "H", "H", "H", "H", "H", "H", "H", "H", "H"], "coordinates": [[-0.273, -0.289, -2.931], [1.110, -1.612, -1.842], [-1.710, -0.730, 2.263], [0.776, 0.589, -0.951], [0.453, 0.086, 3.053], [0.476, -0.421, -2.014], [-0.865, 0.479, 2.417], [0.097, 1.923, -1.141], [0.974, -0.662, 2.460], [0.262, -0.224, 4.085], [-2.668, -0.588, 2.555], [1.162, 0.926, 3.045], [1.861, 0.704, -0.936], [1.829, -1.630, -1.200], [-1.362, -1.535, 2.768], [0.509, 0.183, 0.028], [-0.963, 1.795, -1.357], [0.274, 2.540, -0.262], [-1.395, 1.220, 3.018], [-0.743, 0.755, 1.379], [0.552, 2.422, -2.005]], "atomic_forces_ev_per_a": [[-0.168, 0.175, -0.166], [0.054, -0.477, -0.514], [-0.247, -0.255, 0.244], [0.175, 0.153, 0.374], [0.312, 0.982, -0.145], [0.164, -0.542, 0.471], [-0.535, -1.558, -0.179], [0.426, 0.171, -0.626], [-0.241, -0.502, 0.150], [0.339, -0.182, -0.172], [0.047, 0.068, -0.046], [-0.299, -0.002, 0.290], [0.156, 0.108, 0.079], [-0.268, 0.430, 0.129], [0.077, 0.144, 0.102], [0.027, -0.319, -0.189], [-0.004, 0.091, 0.202], [-0.246, 0.093, -0.011], [0.209, 0.269, -0.225], [0.268, 1.099, 0.076], [-0.244, 0.054, 0.157]], "lowdin_charge": [0.135, 0.093, -0.026, -0.183, -0.117, -0.532, -0.330, -0.093, 0.065, 0.076, 0.055, 0.073, 0.125, 0.108, 0.051, 0.092, 0.085, 0.073, 0.106, 0.057, 0.085], "homo_energy_ha": -0.34162, "multiplicity": 1, "total_energy_ev": -10980.8615, "gap_ha": 0.3631, "lumo_energy_ev": 0.59}

***

{"formula": "C5H13NO2", "method": "ωB97M-V/def2-TZVPD", "species": ["O", "O", "N", "C", "C", "C", "C", "C", "H", "H", "H", "H", "H", "H", "H", "H", "H", "H", "H", "H", "H"], "coordinates": [[1.851, 2.066, 1.492], [-0.023, -1.757, 1.959], [-0.672, -0.869, -1.068], [-0.243, 0.452, -0.712], [-1.971, 0.367, 1.191], [0.247, -1.506, -2.069], [-0.933, 0.878, 0.546], [0.717, 1.146, -1.315], [-0.059, -1.074, -3.027], [0.821, 2.192, -1.045], [0.530, -1.773, 2.751], [0.062, -2.577, -2.045], [-0.764, 1.961, 0.595], [-0.547, -1.469, -0.257], [-0.915, -1.833, 2.286], [-2.621, 0.919, 1.850], [1.619, 1.392, 0.829], [1.292, -1.363, -1.824], [2.522, 2.620, 1.045], [1.335, 0.878, -2.144], [-2.250, -0.648, 0.963]], "atomic_forces_ev_per_a": [[0.565, 0.216, -0.475], [0.692, -0.300, 0.082], [2.345, -0.238, -0.606], [-0.925, -3.182, 1.557], [0.280, -0.640, -0.647], [-1.643, 0.373, 0.249], [-0.469, 3.113, -1.820], [-0.195, 1.518, 0.051], [0.630, -0.332, -0.095], [0.079, -0.107, 0.259], [-0.049, 0.026, -0.234], [-0.166, -0.013, -0.259], [0.058, -0.260, 0.916], [-0.514, 0.354, 0.395], [-0.453, 0.041, 0.203], [0.333, 0.151, 0.290], [0.105, 0.288, 0.258], [0.336, 0.289, -0.134], [-0.522, -0.473, 0.373], [-0.153, -0.567, -0.407], [-0.332, -0.256, 0.042]], "lowdin_charge": [-0.084, -0.048, -0.039, -0.370, 0.009, -0.106, -0.143, 0.025, 0.085, 0.064, 0.055, 0.075, 0.103, 0.075, 0.023, 0.062, -0.006, 0.070, 0.048, 0.052, 0.049], "homo_energy_ha": -0.31868, "multiplicity": 1, "total_energy_ev": -10978.9868, "gap_ha": 0.3435, "lumo_energy_ev": 0.68}

***

{"formula": "C5H13NO2", "method": "ωB97M-V/def2-TZVPD", "species": ["O", "O", "N", "C", "C", "C", "C", "C", "H", "H", "H", "H", "H", "H", "H", "H", "H", "H", "H", "H", "H"], "coordinates": [[1.211, -0.227, 3.036], [1.874, -0.184, -3.349], [-0.078, 0.074, 1.092], [-1.411, 0.556, 0.618], [0.877, -0.554, 0.159], [0.589, -2.005, -0.277], [-1.469, 2.042, 0.306], [0.188, 0.081, 2.423], [-1.469, 0.101, -0.389], [1.188, -2.158, -1.190], [0.843, -0.026, -0.813], [-0.790, 2.287, -0.528], [-1.157, 2.615, 1.195], [1.068, -0.741, -3.259], [0.976, -2.669, 0.514], [-2.491, 2.351, 0.029], [-2.247, 0.151, 1.219], [-0.456, -2.285, -0.490], [1.895, -0.431, 0.574], [1.575, 0.605, -3.855], [-0.717, 0.417, 2.985]], "atomic_forces_ev_per_a": [[-1.066, 0.179, -1.393], [-1.162, 0.240, -0.356], [0.013, -0.289, 0.198], [0.878, -1.119, -1.548], [-0.503, 0.652, -1.088], [0.727, -0.338, 0.820], [0.132, 0.534, 0.743], [0.115, 0.021, 1.190], [-0.437, -0.298, 0.567], [-0.214, -0.211, 0.361], [0.122, 0.494, 0.719], [-0.229, -0.083, 0.386], [-0.166, 0.009, -0.396], [0.830, 0.597, -0.181], [-0.297, -0.071, -0.440], [0.384, -0.173, 0.091], [0.587, 0.404, -0.078], [0.322, 0.504, 0.157], [-0.653, -0.246, -0.179], [0.298, -0.855, 0.522], [0.318, 0.049, -0.096]], "lowdin_charge": [-0.001, -0.086, -0.107, -0.223, -0.203, -0.081, -0.092, -0.339, 0.109, 0.065, 0.094, 0.077, 0.076, 0.039, 0.076, 0.078, 0.123, 0.075, 0.130, 0.052, 0.136], "homo_energy_ha": -0.34239, "multiplicity": 1, "total_energy_ev": -10980.6498, "gap_ha": 0.3586, "lumo_energy_ev": 0.44}

***

{"formula": "C5H13NO2", "method": "ωB97M-V/def2-TZVPD", "species": ["O", "O", "N", "C", "C", "C", "C", "C", "H", "H", "H", "H", "H", "H", "H", "H", "H", "H", "H", "H", "H"], "coordinates": [[-1.193, -0.794, -0.356], [0.226, 1.050, -0.487], [0.879, -1.105, 0.403], [-0.517, 0.439, 1.655], [-2.445, -0.141, -0.400], [-0.141, -0.099, 0.271], [2.233, -0.682, 0.704], [0.551, 0.797, -1.848], [-0.909, -0.386, 2.247], [-0.259, 0.272, -2.363], [2.205, 0.170, 1.381], [2.740, -1.510, 1.201], [-2.334, 0.911, -0.689], [-3.027, -0.669, -1.157], [2.824, -0.393, -0.173], [0.697, 1.779, -2.297], [0.364, 0.837, 2.139], [0.851, -1.717, -0.413], [1.471, 0.212, -1.949], [-1.253, 1.234, 1.565], [-2.963, -0.204, 0.563]], "atomic_forces_ev_per_a": [[0.183, -0.048, 0.035], [-0.018, -0.225, -0.088], [-0.139, -0.277, -0.699], [-0.128, -0.232, -0.479], [0.032, 0.078, -0.088], [-0.064, 0.075, 0.506], [0.016, -0.010, 0.069], [-0.069, 0.063, 0.163], [-0.025, 0.049, 0.006], [0.058, 0.064, 0.024], [0.112, -0.060, 0.012], [0.112, 0.130, 0.024], [-0.066, -0.095, 0.015], [-0.019, 0.112, 0.095], [-0.052, 0.081, 0.019], [0.029, -0.110, -0.057], [0.142, 0.122, 0.116], [-0.072, 0.159, 0.325], [-0.041, 0.038, 0.033], [-0.019, 0.056, 0.054], [0.028, 0.029, -0.086]], "lowdin_charge": [-0.120, -0.116, -0.019, 0.017, -0.086, -0.643, -0.103, -0.076, 0.099, 0.089, 0.077, 0.079, 0.097, 0.093, 0.072, 0.092, 0.074, 0.125, 0.078, 0.084, 0.089], "homo_energy_ha": -0.33024, "multiplicity": 1, "total_energy_ev": -10980.2089, "gap_ha": 0.3656, "lumo_energy_ev": 0.96}

***

Results for energy above the lowest of the compared OMol25 structures with the same formula, charge and spin: 19.64 32.23 23.46 66.69 28.35 38.51 (in kcal/mol, following the order of the records).